Record 1
Computed, not measured: 31 unconnected molecules or ions with the total composition C7H75B3BrClO33, with the ωB97M-V functional and the def2-TZVPD basis.

Its multiplicity is 1. The orbital gap is 9.97 eV. As for the charge: 0.

CARTESIAN COORDINATES (ANGSTROEM)
C1 -2.853 2.836 0.968
C2 -1.566 2.180 0.362
C3 -0.263 2.953 0.707
Br1 0.843 3.242 -0.934
B1 0.711 2.229 1.735
O1 1.746 3.006 2.305
B2 1.825 2.673 3.689
C4 3.107 3.151 4.480
O2 0.715 1.962 4.229
B3 0.522 0.758 3.496
C5 0.225 -0.586 4.296
C6 -1.140 -1.258 3.966
C7 -1.602 -1.109 2.499
Cl1 -0.917 -3.071 4.252
O3 0.654 0.867 2.101
H1 -3.705 2.770 0.278
H2 -3.085 2.399 1.943
H3 -2.638 3.905 1.151
H4 -1.666 2.186 -0.735
H5 -1.536 1.126 0.672
H6 -0.516 3.945 1.111
H7 2.958 3.259 5.559
H8 3.995 2.528 4.315
H9 3.358 4.153 4.099
H10 1.058 -1.304 4.218
H11 0.194 -0.311 5.365
H12 -1.900 -0.944 4.689
H13 -2.242 -0.226 2.352
H14 -2.216 -1.984 2.230
H15 -0.756 -1.114 1.799
O4 -3.361 -5.106 5.874
H16 -2.921 -5.854 6.289
H17 -2.745 -4.817 5.193
O5 1.256 -0.849 -0.430
H18 1.949 -1.511 -0.360
H19 1.578 -0.115 0.102
O6 -5.268 2.239 2.727
H20 -6.032 2.192 2.147
H21 -5.651 2.309 3.602
O7 3.640 2.714 -3.196
H22 3.250 2.556 -4.058
H23 2.919 2.494 -2.600
O8 2.651 5.619 -4.116
H24 3.112 4.896 -3.663
H25 3.257 5.884 -4.812
O9 2.200 0.691 -4.091
H26 1.364 0.397 -4.482
H27 2.576 -0.110 -3.723
O10 -6.162 -5.470 7.187
H28 -5.343 -5.346 6.691
H29 -6.762 -4.819 6.816
O11 -0.126 -0.922 -3.271
H30 -0.293 -1.861 -3.409
H31 -0.038 -0.836 -2.313
O12 5.417 4.524 2.849
H32 5.171 5.445 2.732
H33 5.466 4.183 1.951
O13 -6.919 0.292 3.614
H34 -6.046 0.098 3.959
H35 -7.130 -0.479 3.080
O14 3.430 5.424 -0.053
H36 3.058 6.315 -0.056
H37 2.658 4.847 -0.109
O15 3.961 1.584 6.915
H38 3.803 0.658 6.713
H39 4.035 1.604 7.874
O16 0.063 1.379 -6.207
H40 -0.810 1.643 -5.905
H41 0.662 1.847 -5.616
O17 1.382 -3.364 -4.518
H42 2.169 -3.909 -4.437
H43 1.674 -2.619 -5.055
O18 -1.314 -4.518 -3.393
H44 -0.830 -5.219 -2.936
H45 -0.733 -4.275 -4.125
O19 2.313 -3.207 -7.358
H46 1.498 -3.707 -7.222
H47 2.010 -2.351 -7.683
O20 2.842 8.445 0.271
H48 3.289 8.767 1.058
H49 2.185 9.130 0.066
O21 -3.636 -4.100 -1.048
H50 -3.005 -4.016 -1.773
H51 -3.198 -3.676 -0.306
O22 6.390 6.373 -1.280
H52 6.023 6.245 -2.157
H53 5.655 6.166 -0.691
O23 -6.813 -2.335 4.973
H54 -7.686 -2.071 5.278
H55 -6.213 -1.907 5.590
O24 1.364 -5.691 -2.796
H56 1.608 -4.773 -2.953
H57 2.204 -6.146 -2.684
O25 2.055 -5.753 -9.312
H58 2.760 -6.407 -9.244
H59 2.396 -4.994 -8.828
O26 4.883 -6.718 -8.972
H60 5.503 -6.627 -9.701
H61 5.327 -6.298 -8.231
O27 -2.409 -7.132 -4.470
H62 -1.788 -7.765 -4.097
H63 -2.127 -6.278 -4.116
O28 0.610 -6.382 3.865
H64 0.410 -5.448 3.760
H65 0.673 -6.712 2.965
O29 -1.188 -9.995 -4.961
H66 -1.585 -10.146 -5.823
H67 -1.900 -10.182 -4.342
O30 1.387 9.983 -1.506
H68 1.158 10.904 -1.654
H69 1.473 9.614 -2.389
O31 4.094 11.514 -1.292
H70 4.220 10.560 -1.348
H71 4.495 11.853 -2.096
O32 -6.386 -6.240 10.228
H72 -6.349 -6.289 9.266
H73 -5.673 -5.640 10.456
O33 -5.441 2.925 -0.949
H74 -5.684 3.845 -1.093
H75 -5.388 2.554 -1.835

Atomic partial charges in e from the Löwdin method, atoms 1 to 4: number 1, C, carries -0.08; number 2, C, carries -0.26; number 3, C, carries -0.48; number 4, Br, carries 0.84

=====

Record 2
Computed, not measured: a single C30H27FN2O5 molecule, with the ωB97M-V functional and the def2-TZVPD basis.

As for the SMILES: COc1ccc([C@@H]2CC(=O)C3=C(C2)Nc2ccccc2N(C(=O)CCC(=O)O)[C@H]3c2ccc(F)cc2)cc1. Its multiplicity is 1. The orbital gap is 7.96 eV. As for the charge: 0.

CARTESIAN COORDINATES (ANGSTROEM)
C1 -3.449 5.540 0.629
H1 -2.775 6.326 1.226
O1 -3.960 4.657 1.351
C2 -2.983 3.686 1.992
C3 -3.383 2.728 2.906
C4 -2.705 1.598 3.414
C5 -1.378 1.495 3.266
C6 -0.703 2.761 2.324
C7 -1.506 3.685 1.722
H2 -1.135 4.451 1.226
H3 0.226 2.721 1.994
C8 -0.411 0.575 3.634
C9 1.106 0.833 3.813
C10 1.401 0.711 2.140
O2 2.579 1.370 1.862
C11 0.622 -0.212 1.300
C12 -0.447 -0.795 1.834
N1 -1.274 -1.604 0.912
C13 -1.282 -1.669 -0.580
C14 -2.526 -2.288 -1.121
C15 -2.418 -2.491 -2.445
C16 -1.453 -2.621 -3.318
C17 -0.250 -2.095 -2.754
C18 -0.194 -1.930 -1.336
N2 1.278 -1.205 -0.935
C19 2.207 -2.066 -0.708
O3 3.366 -1.713 -0.102
C20 2.074 -3.507 -1.330
H4 1.070 -4.052 -0.984
H5 2.243 -3.637 -2.201
C21 3.104 -4.455 -0.572
C22 4.601 -4.493 -1.135
O4 4.884 -5.545 -1.627
O5 5.202 -3.419 -1.050
H6 4.642 -2.698 -0.699
H7 3.123 -4.156 0.398
H8 2.823 -5.394 -0.490
C23 0.957 -0.205 -0.130
C24 0.390 0.882 -1.108
C25 -0.889 1.269 -0.888
C26 -1.674 2.169 -1.515
C27 -1.052 2.279 -2.916
C28 0.362 1.947 -3.167
C29 1.026 1.161 -2.162
H9 2.056 0.826 -2.631
H10 0.684 2.427 -4.033
F1 -1.645 3.348 -3.578
H11 -2.570 2.671 -1.211
H12 -1.274 1.274 0.107
H13 2.236 0.158 -0.197
H14 0.718 -1.943 -3.302
H15 -1.422 -2.619 -4.310
H16 -3.516 -2.598 -2.873
H17 -3.422 -2.265 -0.360
H18 -2.247 -1.809 1.421
C30 -1.073 -0.857 3.052
H19 -0.262 -1.551 3.674
H20 -1.930 -1.053 3.153
H21 1.430 -0.021 4.109
H22 1.008 1.627 4.184
H23 -0.745 0.607 4.903
H24 -3.271 0.905 4.002
H25 -4.583 2.703 2.899
H26 -4.206 5.941 0.285
H27 -2.835 5.158 -0.159

Atomic partial charges in e from the Löwdin method, atoms 1 to 4: number 1, C, carries -0.25; number 2, H, carries 0.15; number 3, O, carries -0.07; number 4, C, carries -0.11

=====

> What is the charge in the first record?

0

=====

> Look up the multiplicity of the second one.

1

=====

> Which of these has the highest orbital gap?

C7H75B3BrClO33